Below is 7 unconnected molecules or ions with the total composition C10H36N6O7 at a distorted geometry, with properties calculated with ωB97M-V with the def2-TZVPD basis set.

As for the spin multiplicity: 1. As for the LUMO energy: 0.2985 eV. Its structure (SMILES) is COC[C@H](C)N.COC[C@H](C)N.NC(N)=O.NC(N)=O.O.O.O. For the HOMO energy, the calculation gives -7.62 eV. The energy relative to the best compared isomer or geometry (same formula, charge and spin) is 58.80 kcal/mol. For the frontier orbital gap, the calculation gives 7.9148 eV.

```
59
C10H36N6O7 (ωB97M-V with the def2-TZVPD basis set)
H 31.053 2.616 5.152
O 32.798 4.041 5.867
H 26.879 -0.189 8.315
H 27.718 2.062 8.453
H 31.162 -0.313 11.746
H 33.811 1.984 3.576
C 30.240 6.537 5.710
H 31.001 1.632 10.014
H 31.993 3.581 7.252
H 36.230 7.071 8.597
H 34.361 1.422 9.176
N 33.221 6.748 8.714
H 33.511 2.791 9.689
H 32.633 -1.318 11.496
N 25.989 2.362 7.361
H 33.119 2.373 4.865
H 28.095 3.711 6.692
H 30.735 0.361 8.825
H 34.514 6.108 5.009
H 30.645 2.858 7.634
C 31.755 -0.875 11.025
H 33.546 4.477 6.276
H 31.256 7.474 4.125
H 34.394 2.721 8.092
C 32.306 1.724 8.345
H 31.180 -1.648 10.516
O 32.429 0.054 10.138
H 28.139 -0.188 7.200
C 33.723 2.216 8.788
H 27.522 2.573 5.551
H 29.684 3.539 4.812
H 32.389 1.061 7.484
N 30.403 7.053 4.466
C 28.083 2.641 6.484
H 28.278 6.401 5.130
O 33.430 1.614 4.372
H 29.511 7.092 3.993
N 35.252 7.115 8.847
O 34.571 5.955 7.051
H 25.240 1.935 7.887
H 28.711 5.593 6.628
H 33.334 7.247 9.585
H 32.256 4.757 5.536
O 29.373 2.233 6.347
C 27.186 0.304 7.393
C 34.362 6.644 8.077
H 32.410 6.386 8.233
H 25.730 1.975 6.465
N 31.592 2.983 7.960
C 31.503 0.916 9.363
H 29.515 1.956 4.296
H 34.920 7.825 9.484
O 31.080 6.295 6.497
H 33.597 6.994 4.193
N 28.964 6.159 5.831
O 34.217 6.269 4.113
C 27.302 1.817 7.476
C 29.968 2.528 5.106
H 26.663 0.027 6.477
```

---

Below is a molecular structure, CH30CdO18 at a distorted geometry, with properties calculated with ωB97M-V with the def2-TZVPD basis set.

As for the spin multiplicity: 1. As for the LUMO energy: -2.1209 eV. For the HOMO energy, the calculation gives -9.88 eV. The energy relative to the best compared isomer or geometry (same formula, charge and spin) is 11.69 kcal/mol. For the frontier orbital gap, the calculation gives 7.7616 eV.

```
50
CH30CdO18 (ωB97M-V with the def2-TZVPD basis set)
O 21.345 0.580 4.324
C 20.626 1.577 3.911
O 19.881 -1.174 2.530
O 20.889 2.914 1.298
H 21.527 0.011 7.367
H 20.909 4.224 3.107
O 21.361 0.932 7.215
H 20.783 4.892 6.118
H 18.606 2.316 6.364
H 20.841 3.228 7.849
H 19.879 -0.240 2.853
O 20.729 2.712 4.478
H 17.946 -0.460 1.405
O 23.354 -0.981 3.207
H 23.652 4.695 5.453
O 17.987 3.561 2.256
H 23.654 -0.869 5.499
H 18.387 1.032 4.030
H 21.867 2.790 1.237
H 17.459 3.548 1.475
O 17.553 0.581 4.200
O 20.547 5.666 5.626
O 18.562 3.649 5.193
H 19.913 -1.570 3.436
H 18.357 2.704 2.387
H 18.621 0.825 1.745
O 23.828 0.076 5.762
H 20.675 -0.807 4.997
H 20.598 5.340 4.737
H 20.500 -2.147 5.649
O 19.630 1.453 3.021
Cd 22.522 2.053 5.560
H 20.524 2.518 2.071
O 22.969 4.226 4.942
H 23.188 4.526 4.026
H 19.931 5.241 2.563
O 20.746 5.155 3.030
O 19.969 -1.397 5.326
H 18.981 4.414 5.524
O 21.278 3.718 7.184
H 17.104 0.603 3.405
H 22.909 -1.816 3.224
H 24.136 0.003 6.672
O 17.903 0.503 1.250
H 21.543 4.431 7.682
H 22.734 -0.360 3.472
H 18.347 0.935 5.872
H 20.372 1.027 7.084
O 18.844 1.389 6.561
H 19.274 3.137 4.757
```